No. 1
Computed, not measured: a molecular structure, C18H30BCeN9O7P2S in a non-equilibrium geometry, with ωB97M-V/def2-TZVPD.

Results
- total energy (hartree) = -3304.072915
- energy relative to the best compared isomer or geometry (same formula, charge and spin) (kJ/mol) = 66.04
- orbital gap (eV) = 5.3
- net charge = +2
- lowest unoccupied orbital energy (eV) = -8.05

Element x y z (Å)
Ce  11.110  10.298  10.098
C  6.973  10.440  12.207
C  8.388  10.229  12.263
N  8.837  9.875  11.030
N  7.718  9.589  10.237
C  6.594  10.055  10.887
B  8.002  9.139  8.672
N  9.077  7.992  8.533
C  9.226  7.158  7.412
C  10.498  6.622  7.374
C  11.147  7.132  8.504
N  10.310  8.077  9.126
N  8.439  10.504  7.995
C  7.789  11.386  7.109
C  8.617  12.433  6.841
C  9.807  12.110  7.439
N  9.657  11.115  8.336
N  6.551  8.775  8.106
C  5.940  7.691  8.747
C  5.255  6.959  7.779
C  5.534  7.625  6.566
N  6.282  8.731  6.759
H  6.324  10.870  12.952
H  9.127  10.440  13.047
H  5.613  10.072  10.472
H  8.365  7.032  6.740
H  10.817  5.912  6.589
H  12.088  6.945  9.046
H  6.739  11.251  6.901
H  8.317  13.374  6.375
H  10.820  12.667  7.240
H  6.047  7.438  9.815
H  4.581  6.131  8.030
H  5.381  7.345  5.520
N  14.275  8.482  12.963
C  14.314  9.934  12.503
C  15.587  10.668  12.906
P  12.844  10.780  13.122
O  12.876  10.061  14.601
O  12.887  12.253  13.306
O  11.680  10.146  12.340
P  14.049  9.756  10.701
O  15.560  9.298  10.374
O  13.486  10.943  9.947
O  13.030  8.547  10.447
H  13.880  8.491  13.912
H  15.225  8.109  13.006
H  13.698  7.876  12.272
H  15.447  11.491  13.636
H  16.120  11.010  12.034
H  16.325  9.987  13.421
H  12.750  10.696  15.352
H  15.666  9.101  9.434
C  13.860  15.277  10.304
C  12.777  14.393  9.714
S  11.561  13.828  11.022
O  11.103  12.452  10.461
C  10.177  14.922  10.817
C  9.491  15.105  9.484
H  13.459  16.142  10.860
H  14.523  15.526  9.419
H  14.445  14.613  10.971
H  13.142  13.508  9.120
H  12.087  14.969  9.143
H  10.537  15.817  11.215
H  9.440  14.563  11.492
H  10.010  15.806  8.816
H  8.474  15.505  9.630
H  9.373  14.136  8.981

No. 2
Computed, not measured: a molecular structure, C43H47GeN9O2PRuS2, with ωB97M-V/def2-TZVPD.

Results
- total energy (hartree) = -5618.801798
- energy relative to the best compared isomer or geometry (same formula, charge and spin) (kJ/mol) = 0.00
- orbital gap (alpha / beta) (eV) = 7.9 / 6.4
- multiplicity = 5
- net charge = +3
- lowest unoccupied orbital energy (alpha / beta) (eV) = -7.24 / -8.84

Element x y z (Å)
Ru  0.356  -1.892  -1.026
C  5.434  -3.980  0.691
N  4.514  -3.039  0.058
C  4.877  -1.884  -0.566
C  3.727  -1.305  -1.019
N  2.666  -2.102  -0.695
C  3.173  -3.139  -0.040
P  2.176  -4.468  0.697
C  1.202  -4.892  -0.771
N  0.417  -4.054  -1.444
C  -0.059  -4.757  -2.520
C  0.431  -6.026  -2.470
N  1.220  -6.099  -1.360
C  1.946  -7.293  -0.930
C  0.971  -3.375  1.521
N  0.301  -2.348  0.980
C  -0.409  -1.755  1.991
C  -0.162  -2.429  3.145
N  0.696  -3.445  2.835
C  1.163  -4.442  3.799
H  6.426  -3.535  0.677
H  5.455  -4.917  0.137
H  5.137  -4.153  1.723
H  5.902  -1.570  -0.618
H  3.607  -0.354  -1.500
H  -0.742  -4.330  -3.231
H  0.275  -6.875  -3.108
H  1.735  -8.082  -1.648
H  1.603  -7.600  0.054
H  3.016  -7.098  -0.923
H  -1.011  -0.883  1.819
H  -0.516  -2.279  4.146
H  1.117  -3.995  4.789
H  2.192  -4.716  3.576
H  0.519  -5.319  3.759
C  -4.278  1.456  -2.707
N  -3.530  0.545  -1.844
C  -2.229  0.310  -1.750
S  -1.823  -1.022  -0.689
N  -1.278  0.994  -2.361
C  -1.349  2.144  -3.253
H  -5.289  1.065  -2.777
H  -3.855  1.476  -3.705
H  -4.318  2.458  -2.285
H  -4.090  -0.024  -1.221
H  -0.343  0.658  -2.148
H  -2.046  2.892  -2.888
H  -1.613  1.851  -4.268
H  -0.356  2.588  -3.266
S  1.472  -0.971  -5.356
C  1.507  -1.233  -3.689
N  0.391  -1.617  -3.123
C  -0.621  -1.764  -4.086
C  -1.931  -2.210  -3.884
C  -2.766  -2.291  -4.977
C  -2.329  -1.945  -6.265
C  -1.038  -1.521  -6.480
C  -0.190  -1.438  -5.373
H  2.408  -1.084  -3.121
H  -2.284  -2.483  -2.899
H  -3.780  -2.637  -4.839
H  -3.008  -2.027  -7.100
H  -0.692  -1.272  -7.471
O  0.050  1.231  0.584
C  1.058  1.155  -0.168
O  1.260  0.178  -0.936
C  2.066  2.285  -0.095
C  1.405  3.565  0.408
Ge  -0.119  3.047  1.630
C  0.470  2.362  3.335
C  1.501  1.431  3.462
C  1.875  0.945  4.705
C  1.225  1.384  5.848
C  0.186  2.294  5.742
C  -0.185  2.777  4.497
C  -2.053  2.785  1.474
C  -2.534  1.625  2.087
C  -3.880  1.306  2.046
C  -4.777  2.146  1.400
C  -4.319  3.311  0.811
C  -2.966  3.630  0.853
C  -0.251  5.285  1.732
C  -0.630  6.005  0.625
C  -0.808  7.373  0.809
C  -0.531  7.956  2.036
C  -0.073  7.188  3.092
C  0.118  5.813  2.945
H  2.577  2.425  -1.050
H  2.829  1.949  0.614
H  1.003  4.170  -0.401
H  2.077  4.193  0.986
H  2.020  1.061  2.589
H  2.684  0.234  4.788
H  1.529  1.021  6.819
H  -0.332  2.630  6.629
H  -1.018  3.469  4.436
H  -1.853  0.985  2.630
H  -4.243  0.418  2.545
H  -5.832  1.912  1.395
H  -5.020  3.993  0.351
H  -2.649  4.572  0.433
H  -0.814  5.553  -0.338
H  -1.145  7.980  -0.020
H  -0.649  9.022  2.162
H  0.159  7.647  4.043
H  0.497  5.223  3.764

Q: What is the net charge in the second record?
A: +3

Q: What is the net charge in the first record?
A: +2